{
  "formula": "C5H11N",
  "method": "ωB97M-V with the def2-TZVPD basis set",
  "species": ["C", "C", "C", "N", "C", "C", "H", "H", "H", "H", "H", "H", "H", "H", "H", "H", "H"],
  "coordinates": [[0.822126, 0.917206, 1.506268], [0.542074, 0.066539, 0.269840], [1.235571, 0.659739, -0.951677], [-0.912910, 0.017089, 0.078097], [-1.445182, -0.643884, -1.095592], [-1.572507, -1.263787, 0.244170], [0.454289, 1.934815, 1.333399], [0.310969, 0.518233, 2.388042], [1.896628, 0.965703, 1.717255], [0.935747, -0.952190, 0.437884], [0.828370, 1.652382, -1.172038], [1.105685, 0.032013, -1.838711], [2.310249, 0.759783, -0.766990], [-0.756157, -1.114876, -1.795909], [-2.293347, -0.144897, -1.559481], [-2.520377, -1.268650, 0.777094], [-0.941229, -2.135218, 0.428349]],
  "forces_ev_per_angstrom": [[0.01, 0.00, 0.04], [0.14, -0.01, -0.01], [0.01, 0.03, -0.06], [0.06, 0.10, 0.03], [-0.04, -0.05, -0.28], [-0.12, -0.20, 0.17], [0.05, -0.15, 0.04], [0.06, 0.03, -0.13], [-0.16, -0.04, -0.03], [-0.05, 0.13, -0.07], [0.04, -0.10, 0.04], [0.04, 0.11, 0.12], [-0.15, 0.00, -0.01], [-0.08, 0.04, 0.14], [0.13, -0.11, 0.06], [0.14, 0.06, -0.09], [-0.08, 0.17, 0.02]],
  "mulliken_charge": [-1.44, 0.69, -1.38, -0.31, -0.33, -0.45, 0.33, 0.33, 0.39, 0.16, 0.34, 0.34, 0.41, 0.22, 0.23, 0.25, 0.22],
  "spin_multiplicity": 1,
  "orbital_gap_ev": 10.3,
  "homo_ha": -0.333,
  "mol_weight_g_mol": 85.1,
  "smiles": "CC(C)N1CC1",
  "relative_energy_kcal_mol": 28.2
}